Here is a molecular structure, C26H42N3OP2Pd from the Open Molecules 2025 dataset. Energies are from wB97M-V/def2-TZVPD.

The net charge is +1. For the total energy, the calculation gives -56217.116 eV. Its HOMO energy is -9.5556 eV. As for the spin multiplicity: 1. The calculation puts the energy above the lowest of the compared OMol25 structures with the same formula, charge and spin at 0.000 eV.

Each line ends with the Mulliken charge.
Geometry (Å):
Pd (-0.2099, 0.2128, 0.1040)  -0.676
C (-1.3327, 3.4296, -3.4653)  -1.496
C (-1.5105, 2.1482, -2.6524)  0.527
C (-2.6934, 2.2864, -1.6852)  -1.156
P (0.0063, 1.5898, -1.7439)  0.973
C (1.1291, 3.0236, -1.5223)  0.462
C (0.5490, 3.9813, -0.4764)  -1.207
C (2.4968, 2.5020, -1.0730)  -1.628
C (0.8236, 0.4447, -2.8601)  0.005
C (0.9958, 0.6696, -4.2255)  -0.454
C (1.5369, -0.3090, -5.0363)  -0.958
C (1.8649, -1.5388, -4.4707)  -0.853
C (1.7127, -1.7678, -3.1168)  -0.572
C (1.2348, -0.7552, -2.2706)  0.116
N (1.1009, -0.9130, -0.8840)  0.437
C (1.9417, -1.7592, -0.1551)  0.206
C (3.2285, -2.1272, -0.5822)  -0.569
C (4.0197, -2.9498, 0.1947)  -0.841
C (3.5788, -3.4301, 1.4255)  -0.942
C (2.3330, -3.0449, 1.8776)  -0.523
C (1.5229, -2.2120, 1.1054)  -0.211
P (-0.0802, -1.5767, 1.5806)  0.709
C (-0.1665, -1.2218, 3.3793)  1.013
C (-0.2474, -2.3929, 4.3552)  -1.498
C (0.9668, -0.2532, 3.7346)  -1.533
C (-1.3238, -2.9080, 1.2289)  0.656
C (-0.7780, -4.3146, 1.4777)  -1.690
C (-1.8508, -2.8054, -0.2086)  -1.461
H (-2.2416, 3.6130, -4.0407)  0.486
H (-0.5057, 3.3752, -4.1725)  0.266
H (-1.1704, 4.2948, -2.8230)  0.309
H (-1.7211, 1.3208, -3.3341)  0.645
H (-2.5181, 3.0931, -0.9694)  0.197
H (-2.8515, 1.3685, -1.1173)  0.032
H (-3.6082, 2.5106, -2.2358)  0.586
H (1.2242, 3.5216, -2.4903)  0.584
H (0.4166, 3.4638, 0.4765)  0.095
H (-0.4193, 4.3877, -0.7717)  0.234
H (1.2277, 4.8207, -0.3202)  0.530
H (2.4001, 1.8686, -0.1877)  0.181
H (3.1457, 3.3411, -0.8182)  0.522
H (2.9831, 1.9186, -1.8544)  0.343
H (0.6948, 1.6151, -4.6599)  0.283
H (1.6744, -0.1331, -6.0940)  0.460
H (2.2349, -2.3381, -5.1000)  0.420
H (1.9381, -2.7432, -2.7094)  0.635
H (3.6190, -1.7336, -1.5088)  0.640
H (5.0084, -3.2115, -0.1602)  0.410
H (4.2080, -4.0709, 2.0270)  0.483
H (1.9865, -3.3955, 2.8398)  0.195
H (-1.1121, -0.6687, 3.4486)  0.210
H (0.7013, -2.9200, 4.4447)  0.276
H (-1.0223, -3.1102, 4.0884)  0.368
H (-0.4916, -2.0034, 5.3452)  0.478
H (1.9320, -0.7604, 3.7112)  0.312
H (0.8178, 0.1490, 4.7375)  0.467
H (1.0101, 0.5851, 3.0355)  0.279
H (-2.1460, -2.7192, 1.9313)  0.633
H (0.0052, -4.5518, 0.7577)  0.346
H (-1.5815, -5.0440, 1.3590)  0.468
H (-0.3631, -4.4385, 2.4768)  0.378
H (-1.0984, -3.1676, -0.9112)  0.337
H (-2.0919, -1.7823, -0.5082)  0.189
H (-2.7466, -3.4170, -0.3289)  0.498
C (-2.4044, 3.6205, 2.5936)  -0.722
N (-3.0748, 2.3403, 2.4040)  -0.278
C (-2.5275, 1.3839, 1.6377)  0.801
N (-3.2558, 0.2773, 1.3786)  -0.251
O (-1.3732, 1.5551, 1.1858)  -0.213
H (-3.0236, 4.2384, 3.2367)  0.340
H (-2.2510, 4.1291, 1.6417)  0.216
H (-1.4356, 3.4728, 3.0661)  0.226
H (-4.0466, 2.2680, 2.6496)  0.211
H (-4.1451, 0.1046, 1.8118)  0.199
H (-2.8496, -0.4367, 0.7963)  -0.140